<a>
A structure of composition CH5NO2P2, computed with the ωB97M-V functional and the def2-TZVPD basis.

Geometry as ORCA input:
```
! wB97M-V def2-TZVPD RIJCOSX def2/J DEFGRID3
* xyz 0 1
C -1.12 0.29 0.04
N 1.42 -0.05 0.13
O -0.36 -1.50 -2.06
O 0.02 -0.91 2.34
P -0.10 -0.29 -1.35
P 0.24 0.13 1.31
H -1.55 1.30 -0.21
H -2.00 -0.38 0.22
H 2.22 -0.76 0.00
H 0.54 0.67 -2.09
H 0.69 1.50 1.69
*
```

**HOMO-LUMO gap**: 10.66 eV

---

<b>
A structure of composition CH5NO2P2, computed with the ωB97M-V functional and the def2-TZVPD basis.

Geometry as ORCA input:
```
! wB97M-V def2-TZVPD RIJCOSX def2/J DEFGRID3
* xyz 0 1
C 0.59 -0.17 0.97
N -0.36 0.36 -1.10
O 1.57 2.03 -0.68
O -3.51 -0.68 1.56
P 1.20 0.62 -0.60
P -1.06 -0.66 0.10
H 1.06 -0.89 1.63
H 0.08 0.59 1.51
H -0.97 0.93 -1.56
H 2.07 -0.27 -1.22
H -0.66 -1.86 -0.62
*
```

**HOMO-LUMO gap (spin up / spin down)**: 7.40 / 7.45 eV

---

Last place for stability: <b>

---

<a>
A cluster of 8 separate species, C42H114F2N18O12P6 in total, computed with the ωB97M-V functional and the def2-TZVPD basis.

Geometry as ORCA input:
```
! wB97M-V def2-TZVPD RIJCOSX def2/J DEFGRID3
* xyz -1 2
C 1.22 0.27 0.01
C -0.09 -0.25 -0.45
O 0.12 -0.05 -1.85
C 1.41 0.12 -2.15
O 1.89 0.24 -3.26
O 2.07 0.05 -1.09
F -1.11 0.59 -0.06
H 1.53 -0.34 0.86
H 1.26 1.29 0.38
H -0.45 -1.22 -0.12
C 3.84 -1.17 -5.73
C 4.26 0.01 -6.64
O 4.78 0.79 -5.51
C 5.53 0.03 -4.84
O 6.55 0.37 -4.23
O 4.91 -1.19 -4.84
F 3.22 0.73 -7.13
H 3.79 -2.17 -6.17
H 2.91 -0.87 -5.25
H 5.05 -0.30 -7.32
O 2.39 -3.84 -6.94
P 0.97 -3.62 -6.51
N 0.59 -3.65 -4.81
C -0.71 -3.59 -4.11
C 1.73 -3.36 -3.90
N -0.10 -4.88 -7.07
C 0.63 -6.23 -7.14
C -1.48 -4.96 -6.91
N 0.37 -2.19 -7.18
C -0.65 -1.35 -6.56
C 0.61 -1.87 -8.58
H -0.98 -4.64 -3.96
H -1.46 -3.02 -4.66
H -0.57 -3.21 -3.10
H 1.85 -2.27 -3.87
H 2.65 -3.73 -4.36
H 1.61 -3.80 -2.91
H 1.34 -6.15 -7.97
H 1.09 -6.67 -6.26
H 0.05 -7.01 -7.63
H -1.85 -5.27 -5.93
H -1.94 -4.07 -7.32
H -1.68 -5.64 -7.74
H -0.61 -0.36 -7.00
H -1.69 -1.66 -6.72
H -0.57 -1.18 -5.48
H 1.45 -2.48 -8.91
H 0.41 -0.83 -8.86
H -0.29 -2.15 -9.11
O -3.20 -1.66 0.45
P -4.24 -1.70 -0.58
N -5.69 -2.36 -0.06
C -6.79 -2.93 -0.83
C -5.93 -2.37 1.41
N -3.76 -2.83 -1.78
C -4.33 -2.90 -3.08
C -3.26 -4.13 -1.38
N -4.61 -0.27 -1.45
C -3.45 0.33 -2.28
C -5.44 0.76 -0.84
H -7.22 -3.89 -0.56
H -6.42 -3.19 -1.82
H -7.52 -2.13 -0.93
H -6.45 -1.47 1.75
H -4.98 -2.56 1.91
H -6.48 -3.23 1.79
H -3.56 -2.87 -3.85
H -5.02 -3.73 -3.21
H -4.89 -1.98 -3.26
H -3.97 -4.68 -0.75
H -3.15 -4.87 -2.18
H -2.38 -4.00 -0.75
H -3.73 0.65 -3.28
H -3.02 1.21 -1.79
H -2.61 -0.36 -2.34
H -5.07 0.97 0.16
H -6.51 0.55 -0.86
H -5.23 1.64 -1.46
O -2.19 5.30 -0.21
P -0.70 5.44 0.18
N -0.31 5.20 1.80
C 0.43 4.03 2.28
C -1.03 5.92 2.89
N -0.03 7.05 -0.11
C -0.27 7.62 -1.44
C 0.51 7.99 0.87
N 0.40 4.57 -0.77
C 1.84 4.78 -1.04
C -0.23 3.64 -1.67
H 0.74 4.13 3.32
H 1.29 3.87 1.63
H -0.23 3.18 2.11
H -1.53 6.80 2.49
H -0.35 6.20 3.70
H -1.75 5.33 3.45
H -0.70 6.93 -2.16
H -0.75 8.59 -1.29
H 0.72 7.92 -1.80
H -0.28 8.62 1.26
H 1.14 7.41 1.54
H 1.25 8.64 0.40
H 2.53 3.94 -1.03
H 1.96 5.00 -2.10
H 2.24 5.58 -0.41
H -1.10 3.27 -1.13
H 0.57 2.92 -1.81
H -0.57 4.12 -2.59
O 0.13 -4.11 -0.23
P 0.87 -4.29 1.02
N 0.86 -2.91 2.10
C -0.46 -2.37 2.43
C 1.67 -2.99 3.35
N 2.47 -4.72 0.80
C 2.88 -6.00 0.48
C 3.32 -3.60 0.29
N 0.15 -5.47 2.02
C -1.20 -5.98 1.59
C 0.69 -6.25 3.13
H -1.05 -2.96 3.13
H -0.95 -2.16 1.48
H -0.45 -1.38 2.87
H 2.06 -1.99 3.55
H 2.64 -3.49 3.34
H 1.06 -3.30 4.20
H 3.95 -6.15 0.36
H 2.36 -6.70 1.13
H 2.40 -6.40 -0.41
H 3.53 -3.71 -0.77
H 2.95 -2.62 0.61
H 4.25 -3.50 0.85
H -1.01 -6.25 0.55
H -1.52 -6.82 2.21
H -1.97 -5.21 1.60
H 1.68 -5.85 3.32
H 0.69 -7.32 2.96
H 0.02 -6.03 3.96
O -3.38 1.34 6.68
P -3.34 2.29 5.57
N -1.96 3.38 5.53
C -1.94 4.65 6.12
C -0.70 2.63 5.79
N -4.63 3.42 5.42
C -4.72 4.41 4.30
C -5.96 3.14 6.02
N -3.42 1.51 4.09
C -2.42 1.61 2.89
C -4.44 0.47 3.95
H -0.95 5.10 6.04
H -2.04 4.56 7.20
H -2.58 5.46 5.76
H -0.60 2.35 6.84
H 0.15 3.24 5.47
H -0.68 1.72 5.18
H -3.76 4.71 3.87
H -5.41 4.14 3.50
H -5.21 5.21 4.84
H -6.50 2.30 5.59
H -5.69 2.99 7.07
H -6.73 3.89 6.22
H -2.75 0.91 2.12
H -2.49 2.57 2.38
H -1.38 1.44 3.17
H -4.71 0.46 2.89
H -5.38 0.79 4.42
H -4.18 -0.53 4.27
O 2.80 1.42 2.50
P 4.28 1.53 2.56
N 5.12 1.66 1.06
C 4.47 2.16 -0.17
C 6.54 1.50 1.00
N 4.90 0.13 3.31
C 4.76 -1.15 2.58
C 4.73 0.07 4.76
N 4.79 2.90 3.54
C 3.92 4.07 3.55
C 6.22 3.06 3.99
H 4.75 3.19 -0.38
H 3.42 1.87 -0.24
H 4.67 1.51 -1.02
H 6.85 0.95 0.11
H 7.03 0.99 1.83
H 7.03 2.46 0.80
H 3.72 -1.46 2.51
H 5.05 -0.99 1.54
H 5.30 -1.96 3.08
H 5.02 1.03 5.19
H 3.70 -0.10 5.06
H 5.35 -0.69 5.24
H 3.45 4.19 2.57
H 3.15 4.17 4.32
H 4.45 5.01 3.69
H 6.88 3.37 3.19
H 6.59 2.21 4.57
H 6.27 4.02 4.51
*
```

**HOMO-LUMO gap (spin up / spin down)**: 1.20 / 8.22 eV

---

<b>
A cluster of 8 separate species, C42H114F2N18O12P6 in total, computed with the ωB97M-V functional and the def2-TZVPD basis.

Geometry as ORCA input:
```
! wB97M-V def2-TZVPD RIJCOSX def2/J DEFGRID3
* xyz -1 2
C 0.91 0.12 1.45
C 0.93 0.44 0.00
O -0.37 0.25 -0.38
C -1.13 -0.04 0.69
O -2.33 -0.30 0.63
O -0.40 -0.01 1.81
F 1.67 -0.45 -0.78
H 1.37 0.78 2.18
H 1.54 -0.76 1.55
H 1.30 1.45 -0.13
C -2.01 4.51 2.78
C -1.95 5.21 1.40
O -0.61 4.91 0.95
C 0.08 4.21 1.90
O 1.25 3.68 1.83
O -0.73 4.04 3.00
F -2.04 6.58 1.50
H -2.78 3.74 2.79
H -2.24 5.28 3.51
H -2.61 4.78 0.65
O 0.20 5.41 -4.88
P -0.96 4.44 -4.65
N -2.46 5.13 -4.39
C -3.74 4.49 -4.65
C -2.47 6.18 -3.40
N -0.81 3.26 -3.30
C -1.57 1.97 -3.15
C 0.29 3.47 -2.43
N -1.19 3.49 -6.09
C -0.11 2.54 -6.49
C -1.71 4.23 -7.23
H -3.55 3.42 -4.79
H -4.19 4.90 -5.55
H -4.40 4.66 -3.80
H -1.59 6.79 -3.61
H -2.75 5.85 -2.40
H -3.15 7.01 -3.61
H -2.47 1.81 -3.73
H -0.96 1.20 -3.62
H -1.82 1.62 -2.14
H 0.49 2.53 -1.91
H 1.15 3.92 -2.92
H 0.05 4.24 -1.69
H -0.68 1.69 -6.86
H 0.57 2.94 -7.24
H 0.54 2.30 -5.64
H -0.84 4.51 -7.82
H -2.27 5.12 -6.97
H -2.33 3.59 -7.86
O 4.81 0.15 1.05
P 5.72 0.69 2.08
N 6.56 2.12 1.63
C 7.66 2.02 0.64
C 5.85 3.35 1.32
N 7.00 -0.50 2.39
C 8.28 -0.18 3.10
C 6.79 -2.00 1.97
N 4.85 1.03 3.53
C 5.53 2.03 4.45
C 4.10 0.08 4.24
H 8.47 1.43 1.08
H 8.04 3.02 0.44
H 7.25 1.65 -0.30
H 6.45 4.24 1.52
H 4.96 3.32 1.94
H 5.76 3.27 0.24
H 8.39 -0.76 4.02
H 9.03 -0.33 2.32
H 8.35 0.85 3.44
H 7.80 -2.40 1.88
H 6.17 -2.45 2.75
H 6.04 -2.09 1.18
H 4.75 2.48 5.06
H 6.40 1.52 4.86
H 5.99 2.88 3.95
H 3.37 -0.47 3.64
H 3.58 0.41 5.14
H 4.78 -0.59 4.77
O 3.10 -2.79 7.74
P 3.08 -3.77 6.58
N 2.00 -5.06 6.87
C 2.01 -6.27 6.12
C 0.91 -4.90 7.80
N 4.63 -4.45 6.22
C 5.45 -3.76 5.19
C 5.36 -5.24 7.16
N 2.42 -3.11 5.15
C 2.43 -3.77 3.82
C 1.52 -1.90 5.17
H 1.58 -6.12 5.13
H 1.39 -7.02 6.62
H 2.98 -6.75 6.03
H 0.72 -5.84 8.32
H 0.17 -4.75 7.01
H 0.96 -4.09 8.53
H 4.97 -3.86 4.21
H 5.40 -2.69 5.36
H 6.50 -4.03 5.09
H 5.74 -4.51 7.87
H 4.70 -5.99 7.61
H 6.25 -5.67 6.69
H 1.42 -3.68 3.43
H 2.87 -3.17 3.03
H 2.77 -4.81 3.73
H 1.79 -1.29 4.31
H 1.56 -1.33 6.09
H 0.56 -2.40 5.03
O -5.24 2.48 6.62
P -3.85 2.06 6.22
N -3.31 0.55 6.88
C -3.61 -0.70 6.12
C -3.23 0.43 8.27
N -2.60 3.16 6.55
C -1.24 2.66 6.65
C -2.83 4.65 6.52
N -3.71 1.97 4.55
C -4.77 2.47 3.77
C -2.63 1.47 3.77
H -2.70 -1.12 5.69
H -4.26 -0.47 5.27
H -4.13 -1.38 6.79
H -2.92 1.36 8.74
H -2.45 -0.28 8.54
H -4.22 0.17 8.65
H -0.53 3.29 6.10
H -1.03 2.73 7.72
H -1.02 1.69 6.20
H -2.56 5.07 5.55
H -3.84 4.92 6.81
H -2.13 5.22 7.13
H -5.69 2.12 4.24
H -4.76 3.55 3.90
H -4.96 2.14 2.75
H -1.78 2.03 4.15
H -2.84 1.62 2.71
H -2.63 0.43 4.09
O -5.09 -3.58 -3.92
P -5.34 -2.24 -4.54
N -6.96 -1.80 -4.82
C -8.05 -2.44 -4.15
C -7.43 -0.82 -5.70
N -4.55 -2.09 -6.06
C -4.74 -3.17 -7.02
C -4.17 -0.85 -6.62
N -4.76 -0.91 -3.65
C -3.88 -1.14 -2.57
C -5.21 0.48 -3.81
H -7.76 -2.96 -3.23
H -8.46 -3.13 -4.88
H -8.68 -1.57 -3.98
H -8.10 -0.11 -5.21
H -7.93 -1.28 -6.56
H -6.54 -0.27 -5.99
H -3.91 -3.30 -7.72
H -4.77 -4.13 -6.50
H -5.69 -3.14 -7.55
H -4.98 -0.33 -7.14
H -3.61 -0.29 -5.87
H -3.48 -0.92 -7.46
H -3.68 -0.27 -1.95
H -4.49 -1.81 -1.97
H -2.92 -1.53 -2.91
H -5.23 0.55 -4.90
H -4.53 1.16 -3.30
H -6.20 0.64 -3.37
O -0.55 -1.88 -6.96
P 0.66 -2.36 -6.30
N 2.05 -2.21 -7.23
C 2.10 -1.63 -8.55
C 3.40 -2.61 -6.74
N 0.69 -4.00 -5.96
C 1.48 -4.54 -4.85
C -0.43 -4.82 -6.33
N 1.01 -1.70 -4.69
C 0.06 -1.88 -3.54
C 1.81 -0.45 -4.54
H 1.19 -1.76 -9.13
H 2.94 -2.07 -9.09
H 2.26 -0.56 -8.47
H 3.36 -3.67 -6.48
H 3.64 -1.93 -5.92
H 4.20 -2.53 -7.49
H 0.77 -4.73 -4.06
H 1.86 -5.47 -5.28
H 2.23 -3.92 -4.36
H -0.24 -5.89 -6.28
H -1.24 -4.82 -5.60
H -0.85 -4.48 -7.28
H -0.95 -1.55 -3.77
H -0.25 -2.90 -3.33
H 0.37 -1.39 -2.62
H 2.38 -0.42 -3.62
H 1.20 0.45 -4.43
H 2.39 -0.24 -5.44
*
```

**HOMO-LUMO gap (spin up / spin down)**: 1.43 / 7.76 eV

---

Last place for stability: <b>

---

<a>
A cluster of 2 separate species, CH7O2 in total, computed with the ωB97M-V functional and the def2-TZVPD basis.

Geometry as ORCA input:
```
! wB97M-V def2-TZVPD RIJCOSX def2/J DEFGRID3
* xyz 1 1
O 1.69 -1.38 -0.85
H 1.98 -2.29 -0.78
H 2.32 -0.80 -1.20
H -0.33 -0.32 1.55
C -1.27 1.18 0.13
O -0.36 0.04 0.70
H -1.05 1.16 -0.93
H -1.04 1.92 0.85
H -2.29 0.81 0.32
H 0.35 -0.32 0.21
*
```

**HOMO-LUMO gap**: 12.44 eV

---

<b>
A cluster of 2 separate species, CH7O2 in total, computed with the ωB97M-V functional and the def2-TZVPD basis.

Geometry as ORCA input:
```
! wB97M-V def2-TZVPD RIJCOSX def2/J DEFGRID3
* xyz 1 1
O -0.20 1.96 -0.39
H -0.33 2.72 0.19
H 0.06 2.32 -1.26
H 0.27 0.59 -0.20
C -0.24 -1.44 0.56
O 0.37 -0.44 -0.35
H -0.91 -0.89 1.19
H -0.77 -2.15 -0.07
H 0.55 -1.95 1.10
H 1.19 -0.71 -0.78
*
```

**HOMO-LUMO gap**: 13.89 eV

---

Last place for stability: <a>

---

<a>
The molecule C2H4N2Se, computed with the ωB97M-V functional and the def2-TZVPD basis.

Geometry as ORCA input:
```
! wB97M-V def2-TZVPD RIJCOSX def2/J DEFGRID3
* xyz 0 1
C 1.29 -0.56 0.05
N -0.03 -1.04 0.98
N -1.00 -0.38 0.92
C -1.24 0.70 0.05
Se 0.49 0.68 -1.23
H 1.90 -0.07 0.90
H 1.46 -1.60 -0.17
H -2.25 0.62 -0.55
H -1.30 1.67 0.51
*
```

**HOMO-LUMO gap**: 9.38 eV
**SMILES**: C1N=NC[Se]1

---

<b>
A cluster of 2 separate species, C2H4N2Se in total, computed with the ωB97M-V functional and the def2-TZVPD basis.

Geometry as ORCA input:
```
! wB97M-V def2-TZVPD RIJCOSX def2/J DEFGRID3
* xyz 0 1
C -2.12 -1.28 -0.89
C 1.76 1.27 1.20
N 1.64 -0.19 -0.65
N 1.67 0.58 0.17
Se -1.26 0.18 -1.39
H -2.66 -1.48 0.01
H -2.56 -2.09 -1.62
H 1.82 2.30 1.11
H 1.72 0.72 2.06
*
```

**HOMO-LUMO gap**: 7.92 eV

---

Last place for stability: <b>

---

<a>
The molecule C6H6N2O, computed with the ωB97M-V functional and the def2-TZVPD basis.

Geometry as ORCA input:
```
! wB97M-V def2-TZVPD RIJCOSX def2/J DEFGRID3
* xyz 0 1
N -1.79 -1.76 0.67
C -0.68 -1.28 0.49
C 0.46 -0.55 0.29
C 1.12 -0.38 -1.15
O 0.56 0.80 -1.90
N -0.83 1.13 -1.05
C -0.81 1.19 0.23
C 0.50 0.80 0.89
C 0.92 -0.27 1.69
H 2.22 -0.36 -0.98
H 0.74 -1.30 -1.53
H -1.43 1.88 0.78
H 1.27 1.38 0.55
H 1.87 0.00 1.94
H 0.10 -0.59 2.42
*
```

**HOMO-LUMO gap**: 9.82 eV
**SMILES**: N#C[C@@]12CON=C[C@H]1C2

---

<b>
The molecule C6H6N2O, computed with the ωB97M-V functional and the def2-TZVPD basis.

Geometry as ORCA input:
```
! wB97M-V def2-TZVPD RIJCOSX def2/J DEFGRID3
* xyz 0 1
C 1.24 -1.23 0.07
C 0.77 0.23 0.17
C 1.56 1.44 -0.22
C -0.30 0.43 0.81
N -1.52 0.53 1.03
C -2.29 0.34 -0.10
O -2.70 1.23 -0.78
C -2.74 -1.03 -0.07
N -2.97 -2.16 -0.13
H 0.52 -1.75 0.68
H 2.17 -1.48 0.53
H 1.02 -1.67 -0.85
H 2.38 1.16 -0.92
H 1.87 1.93 0.65
H 0.99 2.02 -0.87
*
```

**HOMO-LUMO gap**: 9.36 eV
**SMILES**: CC(C)=C=NC(=O)C#N

---

<c>
The molecule C6H6N2O, computed with the ωB97M-V functional and the def2-TZVPD basis.

Geometry as ORCA input:
```
! wB97M-V def2-TZVPD RIJCOSX def2/J DEFGRID3
* xyz 0 1
H -1.55 1.58 -0.90
N -0.57 2.01 -0.42
C 0.21 1.09 -0.09
C 1.74 1.17 0.14
C 2.33 0.00 0.28
C 1.11 -0.98 -0.01
O 1.25 -2.12 -0.40
N 0.03 -0.26 -0.08
C -1.15 -0.99 -0.07
C -2.25 -0.65 0.40
H 2.07 2.20 0.19
H 3.26 -0.44 0.45
H -0.92 -1.93 -0.54
H -2.26 0.21 0.93
H -3.30 -0.93 0.09
*
```

**HOMO-LUMO gap**: 9.46 eV
**SMILES**: [H]/N=C1/C=CC(=O)N1C=C

---

Last place for stability: <a>